Model one:
16
Properties=species:S:1:pos:R:3:nbo_charge:R:1 method="wB97M-V/def2-TZVPD" gap_ev=10.1648 smiles="C=CO.O.O.O" e_homo_ev=-9.610
C 1.1061 0.2424 -0.9259 0.092
O -0.2340 0.5295 -0.7856 -0.731
H -2.7569 -1.4631 -0.5117 0.488
O -0.0668 -1.6721 1.5479 -0.927
H 1.5140 -0.6739 -0.5420 0.159
H 1.6379 2.1599 -1.5751 0.208
O -1.8858 -1.6191 -0.8379 -0.956
H 0.7703 -1.1936 1.4032 0.465
H -0.5535 -0.9237 1.1513 0.463
H -1.0052 2.3982 1.5350 0.468
H 3.0160 0.8947 -1.3234 0.207
O -1.0376 1.5209 1.9352 -0.933
H -0.6504 -0.3363 -1.0059 0.511
H -0.4010 1.0872 1.3570 0.462
C 1.9768 1.1839 -1.2630 -0.473
H -1.4299 -2.1349 -0.1593 0.495

=====

Model two:
16
Properties=species:S:1:pos:R:3:nbo_charge:R:1 method="wB97M-V/def2-TZVPD" gap_ev=9.3136 smiles="C=CO.O.O.O" e_homo_ev=-8.941
H -3.2165 -0.4408 -0.0715 0.213
H 2.0656 -0.1674 2.2296 0.474
C -1.6812 0.7920 -0.6351 0.148
O -0.4031 1.1934 -0.4522 -0.699
H 0.6810 -3.0958 0.0600 0.463
H -2.2183 1.2194 -1.4747 0.164
O 2.2316 1.4432 -1.4941 -0.951
H 0.5137 -1.6051 0.1097 0.484
C -2.3126 0.0408 0.2629 -0.521
H 2.3217 1.3454 -0.5423 0.475
O 1.2176 -0.5074 1.9250 -0.951
H 1.8661 0.6084 -1.8144 0.480
O 0.2330 -2.3736 -0.4050 -0.950
H -0.1539 1.8396 -1.1217 0.496
H -1.7193 -0.3666 1.0759 0.195
H 0.5748 0.0744 2.3479 0.480

=====

It is model one that is the least stable of them.

=====

Model one:
18
Properties=species:S:1:pos:R:3:nbo_charge:R:1 method="wB97M-V/def2-TZVPD" gap_ev=10.5357 charge=+1 smiles="CN1C(N)=N[NH2+][C@]12CO2" e_homo_ev=-13.410
C -1.6994 0.6220 -0.6992 -0.389
H -0.0777 0.2350 -3.0365 0.432
H -0.0059 -1.4422 2.8392 0.219
C -0.6237 -0.7015 2.0903 -0.147
H 1.7113 -0.2198 -2.8328 0.455
N 0.7755 0.0789 -2.4732 -0.770
H 2.0693 -0.8168 1.5542 0.432
N 1.6743 -0.1234 0.8768 -0.414
N -0.3351 0.1538 -0.3574 -0.449
O -0.5023 0.7254 2.0064 -0.415
H -2.4298 -0.2205 -0.7485 0.222
H -1.7094 1.0333 -1.6695 0.221
N 1.8838 -0.1782 -0.5349 -0.437
C -0.0225 -0.0058 0.9856 0.555
H -1.6445 -1.1963 2.0432 0.232
H -1.9713 1.3353 -0.0829 0.223
C 0.7269 -0.0162 -1.1672 0.603
H 2.1803 0.7370 1.2063 0.428

=====

Model two:
18
Properties=species:S:1:pos:R:3:nbo_charge:R:1 method="wB97M-V/def2-TZVPD" gap_ev=9.3379 charge=+1 e_homo_ev=-12.782
H 0.9288 -0.3632 -1.3357 0.205
H 1.1336 2.0566 -0.8870 0.258
H 0.1220 -0.2902 1.4730 0.429
H -1.7167 -3.8442 0.4884 0.440
N 0.4193 -0.9471 0.7715 -0.742
C -2.3810 -2.2181 -0.2856 0.886
H 1.3718 -1.3253 1.1101 0.439
H -2.8040 0.8927 -3.2085 0.235
H 2.2778 1.0353 -0.0184 0.227
C -2.5251 0.5412 -2.3040 0.147
N -1.7254 -2.8564 0.5019 -0.832
H -0.2311 -1.7287 0.6593 0.457
N -0.9977 0.4482 -0.5413 -0.418
O -3.1303 -1.5145 -0.8390 -0.459
C 1.3281 1.2927 -0.1522 -0.642
C 0.3771 0.1624 -0.4572 0.147
N -1.5836 0.6028 -1.5840 0.002
H 1.0802 1.7820 0.7725 0.222

=====

It is model two that is the least stable of them.

=====

Model one:
25
Properties=species:S:1:pos:R:3:nbo_charge:R:1 method="wB97M-V/def2-TZVPD" gap_ev=9.5367 charge=+1 smiles="[H]/N=C/Nc1ccccc1C(=[NH2+])OC" e_homo_ev=-12.742
H -1.0938 -3.2177 1.0503 0.202
N 1.2381 -1.2934 -1.6657 -0.732
C -0.8342 -2.1740 0.7385 0.332
H -2.1429 0.3429 -0.7842 0.230
H 0.2622 -2.0577 2.3486 0.427
H -2.2564 -1.8585 -0.6943 0.410
C -1.7920 0.7163 -1.7879 -0.260
C 1.3929 1.9060 2.0981 -0.134
N -1.3472 -1.5335 -0.2640 -0.775
N 0.1603 -1.6535 1.4304 -0.575
C 1.1395 0.5064 2.2089 -0.207
C 1.2177 2.4044 0.7741 -0.193
O -0.6659 -0.1528 -2.1617 -0.478
C 0.2516 -0.4822 -1.2563 0.781
H -1.4942 1.7984 -1.8038 0.212
H 1.1809 0.1156 3.2999 0.228
C 0.9418 1.6038 -0.2284 -0.194
H 0.9391 1.7467 -1.3097 0.231
H 1.2878 -1.6556 -2.5311 0.415
H 1.8203 -1.7579 -0.9726 0.423
C 0.5314 0.3144 0.0074 -0.145
C 0.6787 -0.3288 1.2306 0.123
H 1.6196 3.4025 0.5337 0.239
H 1.5790 2.4546 2.9143 0.229
H -2.4206 0.5377 -2.5759 0.212

=====

Model two:
25
Properties=species:S:1:pos:R:3:nbo_charge:R:1 method="wB97M-V/def2-TZVPD" gap_ev=8.7521 charge=+1 e_homo_ev=-12.549
H 2.3882 0.1072 1.3725 0.163
C -2.7676 0.0231 0.3661 -0.180
C 1.1041 1.3763 -0.4097 0.362
C -0.7953 -1.6346 -0.5984 -0.180
H -1.3808 2.1239 1.3941 0.232
H 4.0564 0.3080 0.9995 0.208
C -2.0656 -2.1788 -0.3210 -0.178
H -0.1386 -2.2266 -1.2002 0.237
N 0.7800 0.1042 -0.6142 -0.227
H 2.1201 1.7010 -0.7270 0.257
C -1.1553 1.9639 0.3128 -0.245
N 0.2224 2.2967 -0.0448 -0.501
C -0.5204 -0.3245 -0.3996 0.056
H -3.9384 -1.7235 0.5924 0.231
C -1.4526 0.5281 0.0546 -0.025
H -3.4421 0.5337 0.9111 0.221
N 1.7609 -0.9417 -0.7825 -0.126
C -3.0049 -1.3365 0.2433 -0.173
H 3.5862 -1.3012 1.2906 0.205
H -1.7911 2.4792 -0.3183 0.230
H -2.3910 -3.1948 -0.7146 0.247
C 3.2825 -0.3924 0.9718 -0.243
H 2.0696 -1.0352 -2.0236 0.390
H 0.4879 3.2647 0.0232 0.440
O 2.9854 -0.5201 -0.3781 -0.401

=====

It is model two that is the least stable of them.

=====

Model one:
16
Properties=species:S:1:pos:R:3:nbo_charge:R:1 method="wB97M-V/def2-TZVPD" gap_ev=10.3508 smiles="CO[C@H](CO)SC=O" e_homo_ev=-9.788
C 0.9999 1.1185 -0.0902 -0.100
O 0.3582 -1.1505 -0.7562 -0.513
H 2.1727 -1.3053 0.3266 0.166
H -3.6905 -0.0559 0.7865 0.141
S -1.2957 0.0577 1.0193 0.162
H 1.3506 -2.8034 -0.1836 0.202
H -0.7094 0.4702 -1.2236 0.247
C 1.1871 -1.8003 0.1876 -0.269
O 0.4284 2.3935 -0.1561 -0.707
H 1.0894 3.0181 0.2308 0.475
O -2.9318 -0.0181 -1.0768 -0.536
C -2.8131 -0.0192 0.1212 0.249
H 1.4704 0.9299 0.8787 0.163
C -0.1127 0.1112 -0.3851 -0.036
H 1.7856 0.9858 -0.8497 0.175
H 0.7110 -1.9324 1.1705 0.180

=====

Model two:
16
Properties=species:S:1:pos:R:3:nbo_charge:R:1 method="wB97M-V/def2-TZVPD" gap_ev=10.1401 smiles="COC(=O)[C@](C)(O)S" e_homo_ev=-9.430
H -0.7073 -1.8007 -1.5335 0.234
O 1.2179 -0.2679 0.4959 -0.485
H 3.1558 -0.3412 0.9611 0.202
H -2.1099 -1.9247 -0.4059 0.221
C 2.5135 0.4415 0.5636 -0.260
H -0.5910 -2.1423 0.3671 0.229
C -1.1402 -1.5841 -0.5152 -0.640
O -1.7418 0.5731 -1.2141 -0.691
C 0.2923 0.4860 -0.0754 0.764
H 2.5976 1.2959 1.1014 0.193
O 0.4963 1.5984 -0.5222 -0.640
H 2.6200 0.8106 -0.4345 0.206
S -2.0948 0.1422 1.4350 -0.061
H -1.3351 1.3949 -1.2446 0.492
H -1.9783 1.4257 1.2276 0.119
C -1.1949 -0.1074 -0.2064 0.120

=====

It is model one that is the least stable of them.